Formula: C5H4HgMgO6
Source: the Open Molecules 2025 dataset
Level of theory: ωB97M-V/def2-TZVPD

```
17
Properties=species:S:1:pos:R:3:forces:R:3
C -3.392640 -4.313480 -0.505132 -2.4 -1.2 0.5
H -2.179390 -1.563553 -1.484335 0.9 0.4 0.9
O -2.417847 -3.433079 -0.831255 1.0 1.1 -0.3
C -1.093871 -1.228083 0.680104 -0.9 -1.2 1.5
O -3.169965 -5.510153 -0.796532 0.2 -0.2 0.0
C -2.454362 -1.692185 0.956799 1.4 0.2 -2.4
O -4.454051 -3.902038 0.020920 0.6 0.4 0.0
H -2.397706 -2.598903 1.576271 -0.5 0.1 -0.5
H -3.721405 -1.802015 -0.879894 -0.1 -0.3 0.5
O -0.583014 -0.204245 1.067324 1.7 2.6 -0.2
H -3.077936 -0.869910 1.333339 0.1 -0.4 0.0
C 2.822285 3.154919 2.392011 2.3 2.4 1.4
O 3.580410 3.850429 2.888033 -0.9 -1.0 -0.5
O 2.036676 2.481954 1.846371 -1.8 -1.7 -1.1
C -2.681314 -2.056532 -0.642192 -2.2 -1.5 0.2
Mg 0.655967 1.289238 1.034820 -0.1 -0.5 0.4
Hg -5.403754 -6.492266 -0.068516 1.0 0.7 -0.3
```
Forces are in eV/Å.

Its HOMO energy (spin up / spin down) is -13.98 / -14.22 eV. The value obtained for the energy above the lowest of the compared OMol25 structures with the same formula, charge and spin is 0.000 eV. Its net charge is +2. As for the multiplicity: 3. The HOMO-LUMO gap (spin up / spin down) is 0.139 / 0.147 hartree. Its total energy is -997.17224 Ha. For the max |F|, the calculation gives 3.58 eV/Å.